Record 1
281
Properties=species:S:1:pos:R:3 method="wB97M-V/def2-TZVPD" multiplicity=1 total_charge=+5
C 15.4545 11.9252 27.0805
C 13.9425 12.0550 27.1848
C 13.4796 13.4640 27.0331
C 13.2426 13.9981 25.6004
C 12.3574 13.1186 24.8046
C 12.9349 11.6783 24.7034
N 13.3856 11.1279 26.0411
O 13.5092 9.9675 26.1784
C 14.3338 11.6256 23.8883
C 11.9071 10.6751 24.1290
C 13.5278 11.2855 28.4206
H 15.8813 12.5139 26.2718
H 15.7708 10.9188 27.1688
H 15.8748 12.2865 28.0096
H 14.1795 14.1032 27.5907
H 12.5475 13.6601 27.5243
H 14.1186 14.2115 24.9928
H 12.7807 14.9652 25.7693
H 12.3138 13.4634 23.7519
H 11.3822 12.9552 25.1266
H 14.1489 12.0783 22.9247
H 14.4968 10.4548 23.7623
H 15.1360 12.1068 24.4410
H 12.2211 9.7407 23.7147
H 11.3228 11.0039 23.2452
H 11.1985 10.5697 24.9517
H 13.7271 12.0282 29.2680
H 14.0776 10.3464 28.4504
H 12.4480 10.9193 28.3359
C 19.0757 12.6544 21.3655
C 19.2090 11.1831 20.8706
C 20.6294 10.5876 20.6683
C 20.6561 9.1021 20.3649
C 19.4226 8.3357 20.8073
C 18.8456 8.8967 22.1371
N 18.4373 10.3148 21.9136
O 17.5197 10.7502 22.4295
C 20.0449 9.0144 23.1901
C 17.8247 7.9545 22.7474
C 18.3443 11.0007 19.5804
H 19.4913 12.7696 22.3250
H 18.0034 12.9324 21.3169
H 19.5248 13.3643 20.6389
H 21.3062 10.9596 21.3880
H 21.0033 11.0583 19.7585
H 21.4482 8.5184 20.8501
H 20.7364 8.9788 19.2299
H 19.6606 7.2915 21.0599
H 18.6120 8.3759 20.0549
H 20.8468 9.6270 22.8688
H 20.3006 8.0048 23.4261
H 19.6133 9.4315 24.1141
H 17.3626 8.3881 23.6129
H 18.3750 7.0853 23.0837
H 17.0377 7.6515 21.9925
H 17.2730 11.1869 19.7235
H 18.4495 10.0559 19.0460
H 18.6874 11.8400 18.9565
C 14.0759 24.4659 17.0841
C 13.5667 23.0191 17.0970
C 13.4632 22.4616 15.6629
C 14.8822 22.2620 15.0758
C 15.6145 21.2185 15.8693
C 15.8517 21.7481 17.3001
N 14.5209 22.0720 17.8567
O 14.0640 21.6536 18.8524
C 16.7993 23.0121 17.4298
C 16.4555 20.5973 18.2198
C 12.2174 22.8416 17.7905
H 14.7476 24.7698 16.2825
H 14.4412 24.6960 18.0699
H 13.2905 25.1374 16.9046
H 12.8448 23.1038 15.0522
H 12.9657 21.4761 15.7053
H 15.4715 23.2182 15.0579
H 14.9090 21.9644 14.0201
H 16.5939 20.8310 15.4856
H 14.9154 20.3526 15.9777
H 16.9225 23.2343 18.4997
H 16.2585 23.8721 17.1783
H 17.7447 22.7770 16.9998
H 17.3139 20.2317 17.6090
H 15.7429 19.8254 18.0950
H 16.7425 20.9437 19.1956
H 12.2191 23.1910 18.8516
H 11.9723 21.7736 17.7740
H 11.4066 23.3792 17.2516
C 11.6164 8.7917 9.6880
C 12.9229 8.8720 10.5903
C 13.6483 10.1220 10.1332
C 14.6354 10.6916 11.0919
C 13.9199 11.0637 12.3382
C 13.2767 9.9431 13.0676
N 12.4909 9.1811 11.9702
O 11.3461 8.7247 12.3143
C 12.2797 10.4741 14.1127
C 14.1019 8.9081 13.9085
C 13.6128 7.4385 10.6237
H 11.1184 7.7982 9.7575
H 11.7209 8.9933 8.6545
H 10.8307 9.5115 10.0094
H 12.8801 10.8450 9.8277
H 14.2028 9.7843 9.2479
H 15.0646 11.5672 10.6052
H 15.4477 9.9488 11.3680
H 13.0950 11.6828 12.1186
H 14.6369 11.5967 12.9425
H 11.5378 11.2559 13.7409
H 12.8617 11.0385 14.8601
H 11.8404 9.6373 14.6741
H 13.4442 8.2302 14.5809
H 14.6809 9.6347 14.4803
H 14.6800 8.2314 13.3261
H 13.9640 7.1667 9.5904
H 12.9031 6.7502 10.9650
H 14.3636 7.5235 11.3996
C 25.3460 18.3701 10.5388
C 24.3109 17.3683 10.0797
C 24.5799 15.8845 10.4378
C 24.4898 15.6506 11.9193
C 22.9720 15.8774 12.3472
C 22.5923 17.3432 12.1923
N 22.9267 17.8059 10.7887
O 22.3078 18.6219 10.2283
C 23.1764 18.2962 13.1676
C 20.9714 17.4031 12.2927
C 23.9972 17.4896 8.5366
H 25.0838 19.4294 10.4220
H 26.2391 18.2515 9.9546
H 25.6518 18.1258 11.5352
H 25.5382 15.6542 9.8833
H 23.7994 15.3129 9.9550
H 25.1219 16.2008 12.6417
H 24.8342 14.5993 12.1159
H 22.9164 15.5594 13.3905
H 22.1495 15.2963 11.8277
H 24.2257 18.3845 13.0393
H 23.0106 17.8579 14.1355
H 22.7289 19.3083 13.1036
H 20.5793 17.0767 13.2285
H 20.5490 16.6388 11.6229
H 20.5312 18.3838 12.1341
H 23.2933 16.6954 8.3111
H 24.8471 17.1691 7.9496
H 23.6087 18.3890 8.0771
C 9.7454 16.6674 18.3835
C 9.5399 15.4794 17.4459
C 10.8379 14.7976 17.1484
C 10.6618 13.2229 17.0332
C 9.7956 12.6314 18.1793
C 8.3424 13.0647 18.1432
N 8.4892 14.5700 18.2156
O 7.7635 15.1656 19.0160
C 7.5890 12.5855 19.2686
C 7.6831 12.7824 16.8579
C 8.7850 16.0367 16.1862
H 10.3389 17.4158 17.8865
H 10.2986 16.3444 19.2650
H 8.8314 17.2345 18.6348
H 11.6121 15.1001 17.8920
H 11.3053 15.1637 16.2770
H 11.7108 12.8266 17.1275
H 10.3134 12.8080 16.1024
H 10.2241 12.8965 19.1582
H 9.6098 11.5598 18.2177
H 7.6220 11.5048 19.3907
H 6.5724 12.9531 19.2806
H 8.0369 12.9719 20.1681
H 7.3258 11.7512 16.8044
H 8.2044 12.9711 15.9079
H 6.7150 13.3348 16.7362
H 9.3523 16.8562 15.7386
H 7.7509 16.4758 16.3572
H 8.7358 15.2774 15.3910
C 16.4574 17.2696 22.5932
C 17.5408 18.1321 23.2454
C 17.6292 18.1171 24.7770
C 18.8828 18.7585 25.3185
C 19.9891 17.8731 24.9067
C 20.2479 17.6928 23.4203
N 18.8738 17.5228 22.6953
O 18.8641 17.0015 21.7230
C 21.0698 16.4981 23.0343
C 20.8148 18.9444 22.7831
C 17.5634 19.4106 22.4785
H 16.3353 16.2066 22.8090
H 16.5636 17.4020 21.5143
H 15.4908 17.6699 22.8917
H 17.5980 17.0185 24.9929
H 16.6748 18.5928 25.0569
H 18.6730 18.7981 26.4070
H 19.0200 19.7915 25.0269
H 19.8164 16.8950 25.3693
H 20.9609 18.1195 25.3861
H 20.6917 15.6499 23.5407
H 22.0655 16.6679 23.3985
H 21.0683 16.3683 21.9333
H 20.8116 18.7344 21.7355
H 21.8605 18.9549 22.9932
H 20.3746 19.8971 23.0313
H 17.3786 19.1920 21.4422
H 18.4806 19.9966 22.4027
H 16.7518 20.0557 22.8296
C 24.4128 19.9371 20.5258
C 25.2457 18.6427 20.5638
C 25.3101 17.8397 19.2470
C 26.1278 18.4852 18.1248
C 27.6234 18.5601 18.6496
C 27.6741 19.4675 19.9170
N 26.6537 19.1472 20.9268
O 26.8595 19.4510 22.0423
C 27.4390 21.0174 19.8069
C 29.0379 19.1877 20.6453
C 24.5655 17.7266 21.6535
H 23.3651 19.7544 20.4241
H 24.4905 20.6047 19.6850
H 24.5512 20.6037 21.4196
H 24.3114 17.5800 18.9745
H 25.6479 16.8218 19.3862
H 25.6852 19.4537 17.8737
H 26.0016 17.8307 17.2399
H 28.3546 19.0702 17.9973
H 27.8833 17.5649 18.9220
H 28.3601 21.3151 19.2221
H 27.5585 21.5408 20.7467
H 26.5649 21.3620 19.1892
H 28.9775 18.2484 21.1214
H 29.3232 19.9695 21.3372
H 29.7218 19.1055 19.8185
H 25.2733 16.9419 21.9362
H 23.6276 17.3600 21.1676
H 24.1761 18.1672 22.4972
C 16.1914 16.8287 16.8063
C 16.0756 15.3027 16.7949
C 17.3452 14.7582 17.3988
C 17.5069 15.0207 18.8321
C 16.3599 14.2565 19.5920
C 14.9484 14.7109 19.1559
N 14.9780 14.8349 17.6121
O 13.9380 14.5884 17.0531
C 14.6534 16.1145 19.8157
C 13.8470 13.6994 19.5339
C 15.7774 14.8772 15.4061
H 17.0895 17.2081 17.3858
H 15.3108 17.3756 17.1948
H 16.2854 17.1198 15.7832
H 18.2288 15.2695 16.9620
H 17.3821 13.6705 17.1878
H 17.5408 16.1216 18.9742
H 18.5222 14.7943 19.2577
H 16.4717 14.2769 20.6815
H 16.5224 13.2873 19.1329
H 14.1483 15.8755 20.7430
H 14.0870 16.8172 19.1975
H 15.5991 16.5539 20.0691
H 13.9170 13.6489 20.6371
H 14.0554 12.7863 19.0058
H 12.9116 14.0726 19.2149
H 16.6239 15.1459 14.7649
H 14.8985 15.2537 14.9183
H 15.7142 13.7758 15.3718
O 19.7388 17.4082 18.3449
C 19.9791 18.3504 19.2414
O 21.1509 18.3569 19.7421
O 19.0203 19.1086 19.5180
H 25.4815 2.8024 29.8972
O 17.6214 13.0431 24.5210
C 17.3334 14.2790 23.8431
O 18.2673 15.0243 23.5824
O 16.1609 14.2830 23.3612
H 18.4352 13.3516 24.9418
O 14.5281 9.9586 17.8319
C 15.0297 11.2334 17.3707
O 14.3380 11.6085 16.5041
O 16.0105 11.6749 18.0201
H 14.0260 9.3501 17.1837
O 11.6565 18.5735 16.3337
C 12.5154 18.3527 17.3452
O 13.1317 19.3264 17.8382
O 12.7853 17.1442 17.5468
H 11.3542 19.5064 16.2409

=====

Record 2
185
Properties=species:S:1:pos:R:3 method="wB97M-V/def2-TZVPD" e_above_lowest_kcal_mol=89.4 multiplicity=1 total_charge=-2
Cd 0.1157 -0.4549 0.0838
C -7.0718 -6.2204 -1.8209
C -6.7362 -4.7995 -1.3422
C -7.8518 -4.3485 -0.3850
C -6.7090 -3.8158 -2.5123
C -5.4411 -4.8441 -0.5063
O -5.5229 -5.0219 0.6984
N -4.1908 -4.6885 -1.0217
C -3.5737 -4.5130 -2.2703
C -3.9529 -5.2173 -3.4096
C -3.2931 -5.0403 -4.6135
C -2.2115 -4.1790 -4.6913
C -1.7783 -3.5365 -3.5468
C -2.4385 -3.6874 -2.3293
C -1.8595 -2.9617 -1.1798
C -0.5750 -3.3613 -0.7742
C -0.0428 -4.6779 -0.9826
C 1.1304 -4.7317 -0.2995
C 1.3485 -3.4178 0.2505
N 0.2872 -2.6396 -0.0130
C 2.5582 -3.0038 0.8637
C 2.9352 -1.7060 1.2072
C 4.4054 -1.4302 1.4157
C 4.1783 0.6487 1.3858
C 2.6732 0.5785 1.4018
C 1.9680 1.7091 1.8023
C 0.5751 1.7916 2.0710
N -0.3465 0.9288 1.6222
C -1.5578 1.3076 2.1154
C -2.7742 0.6997 1.8122
C -2.9684 -0.3154 0.8470
C -4.2313 -0.6665 0.2478
C -3.9652 -1.6193 -0.6844
C -2.5609 -1.9058 -0.5829
N -1.9956 -1.0816 0.3295
C -4.0082 1.1057 2.5189
C -4.5705 2.3573 2.3345
C -5.7727 2.6872 2.9374
C -6.4027 1.7639 3.7481
C -5.8365 0.5191 3.9685
C -4.6461 0.1568 3.3494
N -3.9639 -1.0469 3.5539
C -4.1304 -2.3200 4.0284
O -3.1164 -2.9774 4.1778
C -5.4983 -2.9392 4.3480
C -5.3261 -4.4661 4.3481
C -6.5420 -2.6001 3.2820
C -5.9132 -2.5260 5.7703
C -1.3769 2.4601 2.9652
C -0.0617 2.7790 2.9161
C 2.7529 2.9054 2.2308
C 3.0636 3.0121 3.5807
C 3.7331 4.1129 4.0849
C 4.1031 5.1321 3.2241
C 3.8263 5.0364 1.8735
C 3.1575 3.9269 1.3551
N 2.9020 3.7784 -0.0078
C 3.4002 4.5153 -1.0415
O 4.0456 5.5367 -0.8958
C 3.2128 3.8744 -2.4231
C 1.7669 3.4823 -2.7178
C 3.7113 4.8547 -3.4861
C 4.1255 2.6428 -2.4226
N 2.1190 -0.6417 1.2332
C 3.5692 -4.0792 1.0141
C 4.0966 -4.7136 -0.1056
C 5.0090 -5.7445 0.0103
C 5.4506 -6.1366 1.2621
C 4.9471 -5.5135 2.3885
C 3.9790 -4.5201 2.2786
N 3.4740 -3.9064 3.4453
C 2.8740 -4.4404 4.5413
O 2.9010 -3.8256 5.5919
C 2.0972 -5.7661 4.4242
C 1.5911 -6.0633 3.0129
C 2.9750 -6.9213 4.9255
C 0.8856 -5.6201 5.3561
H -7.9737 -6.2016 -2.4322
H -7.2455 -6.8711 -0.9665
H -6.2703 -6.6530 -2.4130
H -8.8183 -4.3897 -0.8840
H -7.6701 -3.3291 -0.0525
H -7.8756 -4.9885 0.4926
H -7.6866 -3.8077 -2.9941
H -5.9647 -4.0660 -3.2603
H -6.5110 -2.8090 -2.1520
H -3.5257 -4.5550 -0.2609
H -4.7556 -5.9364 -3.3548
H -3.6224 -5.5869 -5.4876
H -1.6980 -4.0301 -5.6317
H -0.9152 -2.8879 -3.5809
H -0.5247 -5.4688 -1.5301
H 1.7805 -5.5783 -0.1895
H 5.0501 -2.3064 1.4315
H 4.6016 1.6492 1.3854
H -5.1863 -0.2261 0.4709
H -4.6578 -2.0852 -1.3584
H -4.0684 3.0589 1.6873
H -6.2099 3.6620 2.7876
H -7.3374 2.0056 4.2373
H -6.3324 -0.1554 4.6430
H -2.9949 -0.9528 3.2448
H -5.0997 -4.8189 3.3453
H -6.2454 -4.9404 4.6886
H -4.5106 -4.7551 5.0060
H -6.2734 -3.0995 2.3535
H -6.6203 -1.5377 3.0841
H -7.5186 -2.9673 3.5959
H -5.2667 -3.0204 6.4936
H -6.9417 -2.8303 5.9628
H -5.8281 -1.4567 5.9397
H -2.1574 2.9851 3.4842
H 0.4219 3.5945 3.4212
H 2.7660 2.2046 4.2383
H 3.9680 4.1755 5.1391
H 4.5953 6.0160 3.6051
H 4.1245 5.8206 1.2000
H 2.2687 3.0191 -0.2319
H 1.1339 4.3658 -2.7546
H 1.3389 2.8110 -1.9749
H 1.7136 2.9769 -3.6820
H 3.0725 5.7320 -3.5321
H 3.7215 4.3732 -4.4605
H 4.7180 5.1844 -3.2431
H 3.8348 1.9612 -1.6297
H 5.1640 2.9316 -2.2621
H 4.0576 2.1119 -3.3701
H 3.7754 -4.3855 -1.0819
H 5.3895 -6.2283 -0.8762
H 6.1965 -6.9126 1.3623
H 5.3143 -5.7738 3.3707
H 3.7115 -2.9251 3.5517
H 2.3832 -6.4407 2.3715
H 1.1632 -5.1750 2.5556
H 0.8133 -6.8236 3.0653
H 3.7592 -7.1547 4.2090
H 2.3641 -7.8125 5.0612
H 3.4300 -6.6644 5.8802
H 0.2208 -4.8417 4.9900
H 1.2136 -5.3482 6.3558
H 0.3330 -6.5558 5.4053
S 6.3717 -0.2311 -1.6955
C 6.1970 -0.2035 0.0088
C 7.2175 -0.0898 0.8958
C 7.0962 -0.0720 2.3155
C 5.9697 -0.1782 3.0442
C 4.6018 -0.3450 2.5030
C 4.7581 -0.3481 0.3568
N 4.0957 -0.4275 -0.8888
C 3.0556 -0.5193 -1.4415
C 2.0716 -0.4874 -2.4223
C 2.4261 -0.7293 -3.7657
C 1.4557 -0.6316 -4.7337
C 0.1660 -0.2429 -4.3796
C -0.1607 0.0002 -3.0568
C 0.7563 -0.1407 -2.0026
H 8.2147 0.0136 0.4868
H 8.0268 0.0477 2.8627
H 6.0426 -0.1347 4.1229
H 3.8811 -0.3987 3.3239
H 3.4472 -0.9830 -4.0169
H 1.6891 -0.8583 -5.7656
H -0.5908 -0.1338 -5.1479
H -1.1667 0.3302 -2.8197
C -0.9894 10.1443 -1.1527
C -1.0165 8.6441 -1.0476
C -0.3531 7.9774 -0.0324
C -0.3860 6.5962 0.0851
C 0.3731 5.9704 1.2120
C -1.1206 5.8422 -0.8367
Se -1.2271 3.9416 -0.6908
C -1.8039 6.5040 -1.8666
C -2.6455 5.7558 -2.8547
C -1.7388 7.8843 -1.9563
H -0.1784 10.5595 -0.5572
H -1.9270 10.5675 -0.7827
H -0.8543 10.4549 -2.1897
H 0.2153 8.5443 0.6968
H 1.4438 6.0524 1.0311
H 0.1135 4.9209 1.2997
H 0.1487 6.4652 2.1569
H -2.2696 4.7430 -2.9776
H -2.6692 6.2645 -3.8184
H -3.6674 5.6887 -2.4768
H -2.2856 8.3879 -2.7478

=====

Quick rundown of frontier orbital gap, same order as above: 0.73 4.27 eV
Quick rundown of calculated total energy, same order as above: -5408.430170 -7088.174241 Eh